[1]
# C21H16F3N6O3OsS3

A structure of composition C21H16F3N6O3OsS3 (ωB97M-V/def2-TZVPD, the OMol25 dataset).

Its expectation value of S² is 0.756. As for the HOMO energy (spin up / spin down): -7.04 / -7.45 eV. The spin multiplicity is 2. The charge is 0. The maximum force comes out at 0.74 eV Å⁻¹. For the energy above the lowest of the compared OMol25 structures with the same formula, charge and spin, the calculation gives 34.9 kJ/mol. The calculation puts the gap between HOMO and LUMO (spin up / spin down) at 7.2 / 7.3 eV. The calculation puts the LUMO energy (spin up / spin down) at 0.199 / -0.123 eV.

Last column: Löwdin charge in e.
Atoms and positions in Å:
Os1 -0.62599 -0.12046 -0.16499  1.04
N1 2.56771 5.73812 5.03053  0.10
C1 1.73574 4.75856 4.52097  -0.32
C2 2.26037 3.52588 4.11454  -0.03
C3 1.42478 2.53179 3.64900  -0.05
C4 0.05610 2.75634 3.58213  -0.31
C5 -0.47878 3.97340 3.97142  -0.06
C6 0.35595 4.96758 4.44492  -0.03
S1 -0.98741 1.48382 2.97270  0.59
O1 -0.55210 0.22294 3.51120  -0.33
O2 -2.35597 1.87807 3.16710  -0.30
N2 -0.64145 1.39481 1.37276  -0.21
C7 -1.04578 2.38753 0.53444  -0.46
N3 -1.41988 3.61775 0.83726  0.16
C8 -1.79864 4.37248 -0.19239  -0.11
C9 -1.82924 3.93103 -1.50437  -0.05
C10 -1.43975 2.62056 -1.73681  -0.10
N4 -1.02817 1.87020 -0.72967  -0.06
H1 3.54613 5.66872 4.81169  0.09
H2 2.21095 6.67745 5.05147  0.09
H3 3.32800 3.35253 4.17569  0.11
H4 1.82718 1.57402 3.34427  0.12
H5 -1.54516 4.13210 3.89449  0.11
H6 -0.05918 5.91777 4.75877  0.11
H7 -2.10367 5.38458 0.05015  0.11
H8 -2.15868 4.57136 -2.30784  0.10
H9 -1.44528 2.16257 -2.71743  0.11
F1 -5.18220 -0.65219 -2.84071  0.14
C11 -5.13145 -1.74333 -2.05480  -0.60
F2 -4.49898 -2.70071 -2.75220  0.13
F3 -6.39952 -2.15721 -1.87574  0.13
C12 -4.45526 -1.45591 -0.74563  -0.12
C13 -5.13076 -1.57233 0.45755  0.01
C14 -4.46901 -1.31683 1.64850  -0.03
C15 -3.15272 -0.89584 1.60493  -0.09
N5 -2.52364 -0.73843 0.44103  -0.17
C16 -3.12167 -1.05620 -0.72767  -0.64
S2 -1.94580 -0.89500 -2.00579  0.66
H10 -6.16709 -1.88016 0.45873  0.12
H11 -4.96451 -1.42289 2.60159  0.11
H12 -2.58310 -0.68003 2.49741  0.09
O3 1.12966 -0.06845 -1.28211  -0.31
N6 1.92571 -1.13979 -1.13982  -0.19
C17 2.92557 -1.23833 -2.04615  -0.01
C18 3.81712 -2.27016 -2.00319  -0.05
C19 3.67773 -3.23201 -0.99531  -0.06
C20 2.65251 -3.11782 -0.09538  -0.08
C21 1.73106 -2.05980 -0.16569  -0.63
S3 0.42955 -1.87182 0.94768  0.68
H13 2.93067 -0.43868 -2.77032  0.14
H14 4.60298 -2.32615 -2.74077  0.11
H15 4.36598 -4.06361 -0.93299  0.11
H16 2.50621 -3.84678 0.68884  0.11

[2]
# C25H18Cl2IrN10O4

A structure of composition C25H18Cl2IrN10O4 (ωB97M-V/def2-TZVPD, the OMol25 dataset).

Its expectation value of S² is 0.752. As for the HOMO energy (spin up / spin down): -7.31 / -7.73 eV. The spin multiplicity is 2. The charge is 0. The maximum force comes out at 0.12 eV Å⁻¹. For the energy above the lowest of the compared OMol25 structures with the same formula, charge and spin, the calculation gives 67.2 kJ/mol. The calculation puts the gap between HOMO and LUMO (spin up / spin down) at 7.4 / 7.8 eV. The calculation puts the LUMO energy (spin up / spin down) at 0.084 / 0.081 eV.

Last column: Löwdin charge in e.
Atoms and positions in Å:
Ir1 0.38317 -0.31547 0.02946  1.24
C1 0.26874 0.88481 2.75434  -0.10
N1 1.30517 0.10325 2.09741  -0.12
C2 1.59776 -1.25029 2.57933  -0.11
C3 2.02518 -2.12598 1.42583  -0.30
N2 1.59545 -1.96548 0.19391  -0.01
C4 2.21389 -2.93385 -0.58214  -0.21
C5 2.12517 -3.18427 -1.94730  0.00
C6 2.89898 -4.21158 -2.44435  -0.07
C7 3.73379 -4.97345 -1.61023  -0.08
C8 3.82201 -4.73357 -0.25380  -0.01
C9 3.04436 -3.69323 0.24212  -0.17
N3 2.88832 -3.16098 1.51507  0.19
C10 -0.54248 1.73469 1.78266  -0.30
N4 -0.67241 1.36698 0.55776  -0.04
C11 -2.03146 3.32435 0.13526  -0.17
C12 -2.70329 4.16446 -0.73528  0.00
C13 -3.20732 5.37797 -0.28283  -0.08
C14 -3.01976 5.76308 1.03322  -0.09
C15 -2.33192 4.92845 1.90619  -0.02
C16 -1.84823 3.71601 1.45653  -0.19
N5 -1.16503 2.82271 2.30960  0.13
H1 0.67105 1.53657 3.53832  0.13
H2 -0.44800 0.20580 3.22194  0.13
H3 2.16498 0.62170 1.95951  0.08
H4 0.67843 -1.67004 2.99090  0.13
H5 2.37061 -1.26680 3.35326  0.13
H6 1.47919 -2.58591 -2.57599  0.12
H7 2.87028 -4.43516 -3.50196  0.11
H8 4.32715 -5.76649 -2.04480  0.10
H9 4.46905 -5.32082 0.38382  0.11
H10 3.39654 -3.42485 2.34055  0.17
H11 -2.82838 3.85899 -1.76616  0.11
H12 -3.73970 6.02234 -0.96893  0.11
H13 -3.40498 6.70871 1.38887  0.10
H14 -2.18773 5.21228 2.94216  0.11
H15 -0.86118 3.15422 3.20868  0.15
O1 -0.97252 -1.37669 1.15318  -0.23
N6 -1.76162 -2.18286 0.46668  -0.55
O2 -2.60756 -2.78158 1.09711  0.05
O3 -1.58871 -2.26565 -0.73961  0.00
Cl1 -0.99377 1.78327 -3.24257  0.74
C17 -2.22669 0.95214 -2.36476  -0.59
C18 -3.03576 0.04870 -3.03729  -0.09
C19 -4.02831 -0.62387 -2.34843  -0.06
C20 -4.23584 -0.39435 -0.99775  -0.10
C21 -3.42585 0.51210 -0.34279  -0.56
Cl2 -3.69463 0.80693 1.34501  0.79
C22 -2.40046 1.19370 -1.00292  -0.30
N7 -1.51871 2.08359 -0.31697  -0.04
H16 -2.86938 -0.12418 -4.09074  0.11
H17 -4.64612 -1.34381 -2.86778  0.11
H18 -4.99929 -0.92455 -0.44703  0.11
O4 1.52849 0.86287 -1.26328  -0.35
N8 2.50126 0.46311 -2.01508  -0.01
C23 3.58608 0.01219 -1.44827  -0.32
C24 3.82414 0.02913 -0.03589  -0.16
N9 4.05852 0.06501 1.09081  0.19
C25 4.64767 -0.45220 -2.29113  -0.19
N10 5.52163 -0.83214 -2.93345  0.16

[3]
# C3H40NO16

A cluster of 17 separate species, C3H40NO16 in total (ωB97M-V/def2-TZVPD, the OMol25 dataset).

As for the HOMO energy: -13.19 eV. The spin multiplicity is 1. The charge is +1. The maximum force comes out at 7.93 eV Å⁻¹. For the energy above the lowest of the compared OMol25 structures with the same formula, charge and spin, the calculation gives 808.5 kJ/mol. The calculation puts the gap between HOMO and LUMO at 10.1 eV. The calculation puts the LUMO energy at -3.045 eV.

Last column: Löwdin charge in e.
Atoms and positions in Å:
C1 -2.00627 0.55524 3.01776  -0.04
C2 -1.61688 -0.68686 2.26061  -0.32
C3 -1.47014 -1.91223 2.84005  0.09
N1 -1.27247 -0.43330 0.87586  0.20
H1 -2.66991 1.42984 2.65471  0.12
H2 -2.18152 0.37960 4.05215  0.08
H3 -1.32391 1.22649 3.40017  0.04
H4 -1.14830 -2.75358 2.37781  0.00
H5 -1.73102 -2.14956 3.96620  0.14
H6 -2.11381 -0.26507 0.32613  0.08
H7 -0.68398 -1.22534 0.55164  0.11
H8 -0.70417 0.39638 0.63497  0.16
H9 0.80000 -1.90998 3.76218  0.04
H10 1.13638 -0.37397 3.85474  0.04
O1 1.40587 -1.25555 4.27531  -0.12
H11 2.56190 -1.81851 -3.17012  -0.04
H12 1.51349 -2.86820 -3.61014  0.15
O2 2.13482 -2.51784 -2.83435  -0.03
H13 -4.59562 -2.00506 1.12515  0.07
H14 -5.05084 -0.59633 1.06229  0.16
O3 -4.47471 -1.29372 0.42422  -0.14
H15 -3.29315 -0.48293 -1.38678  0.10
H16 -2.72345 0.87504 -1.22872  -0.01
O4 -2.47801 0.05147 -1.32120  0.03
H17 1.98880 1.52387 2.22069  -0.05
H18 2.40085 0.36188 1.50176  0.13
O5 1.53956 0.80538 1.93067  -0.06
H19 0.70125 2.71233 -1.34409  0.04
H20 1.71759 3.73076 -1.92587  0.08
O6 1.26244 3.46634 -1.11507  -0.04
H21 -1.44409 -0.51969 -2.85893  0.04
H22 -0.56052 -1.55648 -3.69689  0.07
O7 -0.64048 -0.58984 -3.45496  -0.12
H23 3.46907 3.41717 1.13771  0.11
H24 2.45252 3.03519 0.07696  -0.08
O8 3.14145 2.65576 0.55724  -0.06
H25 -0.84379 -2.27658 -1.38005  0.05
H26 -0.10733 -3.39727 -1.80350  0.05
O9 -0.58953 -2.69328 -2.24636  -0.09
H27 0.15021 -4.13772 0.62581  0.08
H28 0.80243 -2.87789 1.13701  -0.06
O10 0.08622 -3.21257 0.77950  0.01
H29 3.01555 -3.15668 2.28489  0.08
H30 4.01766 -2.28502 1.58552  0.06
O11 3.07216 -2.52983 1.50503  -0.08
H31 -0.46308 3.53669 1.63620  0.00
H32 1.07087 3.42928 1.54427  -0.11
O12 0.39432 3.80104 1.91848  0.05
H33 1.27008 -0.05437 -3.96086  -0.03
H34 1.54193 1.15598 -3.38455  0.02
O13 2.05109 0.40899 -3.75674  -0.03
H35 -0.30053 1.45366 -3.87332  0.01
H36 -1.11867 2.70123 -3.24948  0.05
O14 -0.27213 2.36527 -3.56868  -0.04
H37 1.23762 -0.52580 -0.81772  0.04
H38 1.33092 -1.91413 -1.31271  0.08
O15 0.99127 -1.38064 -0.48165  -0.12
H39 -2.85663 4.29690 -0.25301  0.09
H40 -1.35705 4.00193 -0.18268  0.02
O16 -2.17944 3.76677 0.27343  -0.08

[4]
# C10H20N3

The ion C10H20N3 with charge +1 (ωB97M-V/def2-TZVPD, the OMol25 dataset).

As for the HOMO energy: -13.55 eV. The spin multiplicity is 1. The charge is +1. The maximum force comes out at 3.83 eV Å⁻¹. For the energy above the lowest of the compared OMol25 structures with the same formula, charge and spin, the calculation gives 246.5 kJ/mol. The calculation puts the gap between HOMO and LUMO at 10.8 eV. The calculation puts the LUMO energy at -2.796 eV. Its SMILES is C[C@H]1C(C)(C)[N@@H+](C)CC[C@@]1(N)C#N.

Last column: Löwdin charge in e.
Atoms and positions in Å:
C1 -1.10677 2.17929 -0.23192  0.00
C2 -0.42472 0.80917 -0.65434  -0.17
C3 0.78016 0.52795 0.17043  -0.50
C4 1.83794 1.43937 -0.33547  -0.03
C5 0.60510 0.59257 1.74543  0.01
N1 1.17338 -0.87967 -0.23461  -0.10
C6 2.52305 -1.32430 0.26677  0.02
C7 0.13380 -1.96297 0.00152  -0.08
C8 -1.14307 -1.67178 -0.77243  -0.14
C9 -1.71388 -0.31985 -0.42526  -0.49
N2 -2.76202 0.02223 -1.29907  0.10
C10 -2.25123 -0.31592 0.93511  -0.18
N3 -2.71627 -0.19796 1.98593  0.21
H1 -2.16112 2.06546 -0.41214  0.06
H2 -0.59532 2.91002 -0.79971  0.07
H3 -0.98304 2.29661 0.87014  0.10
H4 -0.07730 0.75971 -1.76223  0.18
H5 1.44342 2.46996 -0.34153  0.11
H6 2.32497 1.28367 -1.32642  0.13
H7 2.68984 1.29228 0.30771  0.09
H8 0.89774 1.67868 2.04582  0.13
H9 1.43210 0.02935 2.19106  0.07
H10 -0.37650 0.41294 2.24029  0.08
H11 1.28564 -0.82735 -1.19844  0.14
H12 2.89571 -2.32300 -0.09751  0.13
H13 3.25820 -0.63961 -0.12020  0.09
H14 2.36276 -1.40327 1.39119  0.12
H15 -0.19340 -1.87461 1.09025  0.16
H16 0.51633 -2.99926 -0.40175  0.18
H17 -1.06196 -1.63046 -1.92337  0.17
H18 -1.81769 -2.50484 -0.54417  0.14
H19 -3.43897 -0.69046 -1.31732  0.09
H20 -3.33688 0.79604 -1.04378  0.09